Record 1
{
  "formula": "C41H42P2PdTe",
  "method": "ωB97M-V/def2-TZVPD",
  "e_above_lowest_kcal_mol": 6.2,
  "energy_ha": -2665.24866,
  "homo_ev": [-11.22, -12.97],
  "spin_multiplicity": 5,
  "s_squared": 6.024,
  "total_charge": 2,
  "lumo_energy_ha": [-0.20314, -0.30872],
  "species": ["Te", "Pd", "P", "P", "C", "C", "C", "C", "C", "C", "C", "C", "C", "C", "C", "C", "C", "C", "C", "C", "C", "C", "C", "C", "C", "C", "C", "C", "C", "C", "C", "C", "C", "C", "C", "C", "C", "C", "C", "C", "C", "C", "C", "C", "C", "H", "H", "H", "H", "H", "H", "H", "H", "H", "H", "H", "H", "H", "H", "H", "H", "H", "H", "H", "H", "H", "H", "H", "H", "H", "H", "H", "H", "H", "H", "H", "H", "H", "H", "H", "H", "H", "H", "H", "H", "H", "H"],
  "coordinates": [[1.17944, -2.28199, 4.57473], [1.54818, -1.62123, 2.02882], [1.96594, 0.39254, -3.91094], [0.09578, -2.07393, -3.46785], [-1.82726, -2.89801, -5.50379], [0.95265, -1.45054, 6.60879], [-1.64747, -5.02298, -6.67965], [-2.08496, 2.07636, 2.43363], [2.03115, 1.92017, -2.88278], [-0.21672, -1.73015, 7.34323], [-1.54385, -1.41787, 0.23654], [0.61239, -0.28436, 9.14030], [-0.69332, -3.19462, -4.72966], [0.24081, 0.48797, -4.41328], [-0.90781, 2.67687, 4.60496], [-2.86528, -3.18831, -0.79502], [3.17045, 2.30262, -5.67515], [-3.24091, 1.27036, 3.13780], [-2.44925, 0.13817, 5.29395], [1.95596, -0.63400, 7.15247], [2.19672, -0.46272, 3.66243], [2.42409, 0.23974, -6.69685], [2.60452, 1.03155, -5.53905], [-2.13213, 2.66321, 5.47703], [3.39939, 3.22637, -1.35760], [3.42307, 1.98647, -8.07979], [-0.76534, -1.33316, -0.91680], [-2.61227, -2.33199, 0.28552], [-0.59588, -0.53507, -4.10137], [-2.29176, -3.81612, -6.46930], [-0.38348, -1.13140, 8.60961], [1.02908, 2.89769, -2.82879], [3.21385, 2.08395, -2.12740], [2.40514, 4.21911, -1.32938], [3.58026, 2.76550, -6.93594], [-2.39656, 1.32715, 6.19957], [-2.77861, 0.13497, 3.98012], [-0.92387, 2.54902, 3.26890], [-1.00681, -2.21073, -1.99624], [2.83697, 0.72259, -7.94164], [-0.51199, -5.32551, -5.91306], [-2.05806, -3.12763, -1.93446], [-0.02826, -4.41931, -4.96429], [1.23054, 4.05588, -2.06438], [1.76757, -0.03197, 8.41332], [-1.64819, 1.18985, 7.00187], [-1.31353, -0.79535, 1.11360], [0.46500, 0.19686, 10.11136], [-2.51494, 2.92670, 1.86810], [2.52825, 0.64206, 8.82211], [-2.99770, 2.88857, 4.85968], [-3.17123, -3.54647, -7.05523], [-0.97173, -2.41009, 6.91636], [-2.36594, -1.95169, -5.38513], [-1.69085, -0.48519, -4.22626], [-3.88601, 1.93731, 3.72068], [2.56169, 5.12741, -0.74969], [-2.36752, -0.81435, 5.81388], [0.45198, 4.82430, -2.05568], [-2.79029, -0.83670, 3.43200], [3.72135, 2.36684, -9.06493], [4.01316, 3.76088, -7.01642], [0.08941, 2.77443, -3.36083], [-1.66018, 1.38294, 1.67563], [3.96762, 1.30005, -2.15118], [-3.68794, -3.91075, -0.74949], [0.02292, -0.58423, -0.98105], [1.63332, 0.48103, 3.63353], [1.94439, -0.73563, -6.62125], [-1.29437, -1.30764, 9.18437], [0.00622, -6.26720, -6.06184], [2.90057, -0.32555, 4.52868], [-2.05740, 3.47616, 6.21912], [-0.05783, 2.88321, 2.67637], [-2.27130, -3.78085, -2.78188], [0.87744, -4.64135, -4.38715], [2.87185, -0.45930, 6.57188], [-3.38125, 1.42311, 6.71222], [-3.24769, -2.36561, 1.17274], [4.32259, 3.34919, -0.78104], [-0.02882, 1.36629, -5.03385], [2.69361, 0.10610, -8.83121], [3.27424, 2.94926, -4.80632], [-3.84010, 0.83231, 2.30093], [2.97603, -0.67908, 2.83801], [-2.00438, -5.72518, -7.44179], [0.02546, 2.79273, 5.17185]],
  "atomic_forces_ev_per_a": [[-0.46, 0.69, 0.78], [-0.73, -1.20, -2.22], [-0.63, 1.91, -1.63], [-1.90, 0.12, -0.23], [-0.09, -0.07, -0.19], [0.30, 0.36, 0.12], [0.49, -0.21, 0.25], [-0.45, -0.20, -0.19], [0.78, -0.43, 0.76], [0.08, -0.01, 0.07], [-0.22, -0.24, -0.10], [-0.58, -0.29, -0.38], [0.79, -0.70, -0.23], [-1.51, -1.43, -0.09], [0.19, -0.16, -0.09], [0.04, 0.27, 0.20], [0.36, 0.11, -0.32], [0.16, 0.65, -1.10], [-0.63, -0.17, -0.98], [-0.08, 0.29, -0.02], [1.59, 0.67, 3.30], [0.29, 0.34, 0.02], [0.28, -0.51, -0.02], [-0.22, -0.21, 0.09], [-0.09, 0.22, 0.07], [-0.21, -0.17, 0.37], [-0.17, -0.42, 0.04], [0.23, -0.02, -0.15], [0.75, 1.85, -0.43], [-0.06, 0.77, 0.45], [0.35, -0.08, -0.44], [0.13, 0.06, 0.25], [-0.52, 0.15, -0.12], [0.21, -0.25, -0.20], [-0.14, 0.11, 0.34], [-0.33, 0.63, 0.39], [0.43, -1.24, 0.81], [0.16, 0.34, 0.51], [0.38, 0.07, 0.18], [-0.20, -0.24, -0.07], [-0.05, 0.23, 0.09], [-0.10, -0.11, 0.23], [-0.24, 0.13, 0.02], [-0.02, -0.29, -0.13], [0.45, -0.19, -0.56], [-0.23, -0.15, -0.33], [-0.26, -0.15, -0.51], [0.03, -0.25, -0.36], [0.09, -0.42, 0.17], [-0.24, -0.37, -0.23], [0.16, 0.28, 0.29], [0.24, -0.11, 0.16], [0.29, 0.46, 0.42], [0.19, -0.52, -0.08], [0.66, 0.11, -0.06], [0.00, -0.30, -0.48], [-0.05, -0.23, -0.10], [0.30, -0.04, -0.31], [0.33, -0.27, 0.04], [0.02, 0.55, 0.73], [-0.09, -0.25, 0.52], [-0.11, -0.19, 0.05], [0.24, 0.07, 0.07], [-0.16, 0.45, 0.21], [0.00, 0.18, 0.02], [0.33, 0.38, -0.02], [0.01, -0.17, 0.00], [-0.16, -0.44, -0.33], [0.18, 0.12, -0.06], [0.28, -0.06, -0.24], [-0.04, 0.12, 0.00], [-0.28, 0.08, -0.80], [0.06, -0.33, -0.24], [-0.05, -0.61, 0.38], [0.15, 0.12, 0.28], [-0.37, -0.07, -0.30], [-0.37, 0.08, 0.53], [0.55, -0.13, -0.12], [0.21, -0.08, -0.26], [-0.40, -0.01, -0.24], [-0.08, -0.57, 0.63], [0.00, 0.14, 0.32], [0.11, -0.13, -0.22], [0.24, 0.48, 0.70], [-0.62, 0.35, 0.47], [0.15, 0.32, 0.38], [-0.12, 0.45, -0.55]]
}

Record 2
{
  "formula": "C41H42P2Sn",
  "method": "ωB97M-V/def2-TZVPD",
  "e_above_lowest_kcal_mol": 0.0,
  "energy_ha": -2483.73554,
  "homo_ev": [-13.01, -13.00],
  "total_charge": 2,
  "lumo_energy_ha": [-0.31087, -0.33038],
  "species": ["Sn", "P", "P", "C", "C", "C", "C", "C", "C", "C", "C", "C", "C", "C", "C", "C", "C", "C", "C", "C", "C", "C", "C", "C", "C", "C", "C", "C", "C", "C", "C", "C", "C", "C", "C", "C", "C", "C", "C", "C", "C", "C", "C", "C", "H", "H", "H", "H", "H", "H", "H", "H", "H", "H", "H", "H", "H", "H", "H", "H", "H", "H", "H", "H", "H", "H", "H", "H", "H", "H", "H", "H", "H", "H", "H", "H", "H", "H", "H", "H", "H", "H", "H", "H", "H", "H"],
  "coordinates": [[1.77514, -1.44275, -1.95820], [0.16359, -2.21424, -8.62782], [2.07430, 0.28977, -9.02794], [3.68496, 2.73251, -12.05501], [2.72892, 0.98713, -10.65309], [0.87482, 0.70922, 2.16207], [3.30948, 2.25157, -10.79328], [-1.91196, 1.63650, -2.23228], [3.47523, 3.09656, -6.46892], [-0.44277, -5.48663, -11.05455], [1.31153, 0.58090, 0.81319], [2.57329, 0.19085, -11.80252], [-2.50068, -2.45684, -4.86518], [-0.93815, -2.36749, -7.17009], [2.96051, 0.65984, -13.05904], [-2.44755, 2.75526, 0.73119], [0.78188, -1.76831, 0.88165], [2.13882, 1.79990, -8.01022], [-2.49416, 1.41894, 1.52084], [3.44370, -0.11984, -1.56002], [-1.43787, -1.54406, -4.94790], [1.31142, 3.91941, -7.20699], [0.32340, 0.39249, -9.55124], [-2.55256, 0.12261, 0.77182], [0.51935, -0.42689, 2.90762], [-1.96582, -3.31309, -7.07251], [-3.13583, 1.03213, -1.52702], [-0.65633, -1.49390, -6.10104], [-2.77562, -0.04071, -0.53280], [-2.21940, -3.95504, -11.59957], [-1.10294, 2.62920, -1.44692], [3.52521, 1.93592, -13.19207], [1.13304, 2.77102, -7.97727], [-1.59523, -5.18918, -11.78670], [-0.51415, -0.64314, -9.28557], [-0.58624, -3.34557, -9.89540], [1.18977, -0.64666, 0.17110], [3.30553, 1.94520, -7.23273], [2.48160, 4.08421, -6.45503], [-1.26347, 2.96711, -0.16344], [-1.71534, -3.04439, -10.66691], [0.06751, -4.57073, -10.13348], [-2.76478, -3.33413, -5.92519], [0.47931, -1.66537, 2.26198], [-3.59221, -4.04278, -5.85705], [4.38598, 3.22674, -5.88173], [-1.21496, -0.87189, -4.11246], [-2.21370, -2.08513, -10.55651], [-2.15227, -4.01448, -7.88882], [-3.40126, 2.91682, 0.21196], [0.84840, 1.70634, 2.62418], [1.73609, 1.46762, 0.31587], [0.26331, -0.34952, 3.98188], [-3.12040, -2.47817, -3.96603], [0.52368, 4.67162, -7.20578], [2.82263, 0.03441, -13.94183], [-2.00572, -5.89960, -12.50269], [-1.26564, 0.80630, -2.56563], [0.00873, 1.29411, -10.10772], [3.82765, 2.29955, -14.18071], [-2.70749, -1.03844, -0.97508], [2.11814, -0.79338, -11.70934], [-3.10569, -3.68949, -12.17211], [0.21604, 2.62862, -8.54764], [2.60588, 4.98404, -5.85355], [4.10347, 3.73455, -12.16211], [4.27239, -0.31479, -2.25160], [0.04894, -6.44581, -11.20997], [2.94916, 0.85534, -1.67394], [0.20600, -2.56508, 2.82199], [-1.59939, -0.56708, -9.45637], [-0.44499, 3.47953, 0.34935], [-3.44243, 1.46624, 2.08862], [-2.48766, -0.75379, 1.42917], [3.79564, -0.25659, -0.53767], [0.70171, -2.72598, 0.36332], [4.06148, 1.15568, -7.23424], [-0.30945, 3.13115, -2.01894], [3.45657, 2.89688, -9.93051], [-2.41919, 3.52242, 1.52335], [-3.73187, 0.53251, -2.30493], [-1.67508, 1.37930, 2.26486], [0.98462, -4.80697, -9.59333], [-3.76916, 1.81710, -1.10041], [0.16373, -0.77687, -6.19672], [-2.25273, 2.13332, -3.15540]],
  "atomic_forces_ev_per_a": [[0.04, 0.17, 0.01], [-2.00, 0.50, -0.75], [-0.93, 1.86, -2.14], [-0.10, -0.24, 0.03], [0.35, -0.69, 0.16], [-0.06, -0.28, -0.36], [0.22, 0.36, -0.09], [-0.64, 0.63, -0.41], [-0.04, 0.15, 0.08], [-0.14, 0.00, -0.05], [0.17, 0.71, -0.08], [0.01, 0.07, -0.12], [0.17, 0.05, -0.17], [0.62, -0.19, 0.24], [-0.02, 0.08, 0.17], [-0.27, -0.39, 0.87], [0.46, -0.74, 0.08], [0.73, -0.54, 0.89], [-0.82, 0.34, 0.19], [-0.29, -0.46, -0.11], [0.01, -0.09, -0.15], [0.18, -0.22, 0.00], [-1.12, -1.59, 0.18], [0.06, -0.14, -0.15], [0.01, 0.36, -0.44], [-0.05, 0.11, 0.23], [0.05, -0.23, -0.49], [-0.35, -0.26, 0.00], [0.11, -0.01, 0.24], [0.21, 0.05, 0.27], [0.25, -0.08, 0.23], [-0.17, -0.21, 0.19], [0.09, -0.06, 0.09], [0.10, 0.30, 0.25], [1.12, 1.49, -0.20], [0.91, -0.69, -0.15], [-0.83, 0.43, 2.27], [-0.44, 0.29, -0.10], [-0.14, -0.18, -0.18], [0.35, 0.05, -0.03], [-0.15, 0.20, -0.04], [-0.17, 0.04, 0.07], [0.14, 0.15, 0.08], [0.10, -0.04, -0.49], [0.27, 0.23, 0.00], [-0.29, -0.01, -0.16], [-0.21, -0.22, -0.32], [-0.02, -0.29, -0.05], [0.04, 0.25, 0.26], [0.48, 0.01, 0.25], [0.25, -0.53, -0.29], [-0.26, -0.50, 0.30], [0.26, -0.02, -0.82], [0.18, -0.05, -0.31], [0.27, -0.10, 0.08], [0.03, 0.14, 0.29], [0.17, 0.14, 0.18], [0.06, 0.20, 0.09], [0.12, -0.57, 0.41], [-0.12, -0.13, 0.48], [-0.21, 0.05, 0.34], [0.12, 0.07, -0.09], [0.19, -0.07, 0.12], [0.28, 0.21, 0.23], [0.04, -0.23, -0.16], [-0.11, -0.31, 0.16], [-0.24, 0.34, 0.02], [-0.01, 0.27, 0.08], [0.57, 0.05, -0.06], [-0.05, 0.30, -0.39], [0.58, -0.03, 0.07], [-0.20, 0.41, -0.48], [0.44, 0.00, 0.19], [0.32, 0.14, -0.42], [0.01, 0.18, 0.00], [-0.14, 0.01, 0.44], [-0.15, 0.31, -0.02], [0.10, -0.53, 0.39], [-0.03, -0.15, -0.11], [0.04, -0.10, -0.41], [0.02, 0.22, 0.17], [-0.42, 0.04, -0.36], [-0.22, -0.01, -0.09], [0.20, -0.45, -0.31], [-0.21, -0.17, 0.09], [0.09, -0.18, 0.09]]
}